{"formula": "C32H60BN5O8SSi4TeV", "method": "wB97M-V/def2-TZVPD", "homo_energy_ev": [-12.431, -12.431], "total_charge": 2, "s_squared": 0.79, "multiplicity": 2, "relative_energy_kj_mol": 402.0, "elements": ["V", "C", "O", "C", "C", "C", "C", "C", "C", "O", "C", "O", "C", "H", "H", "H", "H", "H", "H", "H", "H", "H", "C", "O", "C", "O", "N", "N", "H", "H", "H", "H", "H", "H", "O", "N", "C", "Si", "C", "C", "Si", "Te", "Si", "C", "C", "C", "Si", "C", "C", "C", "H", "H", "H", "H", "H", "H", "H", "H", "H", "H", "H", "H", "H", "H", "H", "H", "H", "H", "H", "H", "H", "H", "H", "H", "H", "H", "H", "C", "N", "C", "N", "S", "H", "H", "H", "H", "H", "H", "C", "C", "C", "C", "C", "C", "C", "C", "O", "B", "O", "C", "C", "H", "H", "H", "H", "H", "H", "H", "H", "H", "H", "H", "H"], "xyz": [[0.193512, 1.486996, 0.409108], [-3.899903, -2.507319, -3.352525], [-4.253031, -1.147279, -3.602433], [-3.555502, -0.182361, -3.016528], [-3.978681, 1.135786, -3.337734], [-3.334792, 2.193735, -2.791714], [-2.244045, 2.017534, -1.890654], [-1.576577, 3.123492, -1.339752], [-1.926365, 4.530518, -1.716183], [-0.636540, 3.006259, -0.479944], [-1.831220, 0.688828, -1.584983], [-0.805355, 0.436937, -0.798464], [-2.496023, -0.399018, -2.152957], [-4.587075, -3.103810, -3.942338], [-4.018741, -2.746365, -2.294492], [-2.874425, -2.701554, -3.670579], [-4.809241, 1.257212, -4.018021], [-3.660691, 3.193881, -3.040882], [-2.953675, 4.759854, -1.427893], [-1.849491, 4.672116, -2.794290], [-1.251496, 5.218053, -1.215398], [-2.154232, -1.390481, -1.897106], [3.457953, 5.329874, 2.047817], [3.237107, 4.220950, 1.150177], [2.127324, 3.536526, 1.208028], [1.955777, 2.581086, 0.443946], [1.171931, 3.851930, 2.102926], [0.036445, 3.028311, 2.093762], [4.428730, 5.726988, 1.776588], [3.484052, 4.981083, 3.080204], [2.695563, 6.094292, 1.898704], [1.280271, 4.553485, 2.817289], [-0.786597, 3.592120, 1.897199], [-0.080623, 2.560544, 2.991049], [1.600183, -0.962614, -0.638862], [1.612594, 0.228422, -0.726977], [5.293739, 1.697609, -4.817349], [4.453651, 0.079014, -5.255828], [5.660953, -1.090572, -6.071472], [2.973757, 0.425493, -6.350661], [3.693232, -0.975883, -3.279556], [2.715606, 1.125267, -2.238983], [5.393464, -1.626859, -1.784450], [4.658395, -1.837173, -0.071951], [6.079892, -3.250300, -2.413047], [6.719157, -0.306302, -1.759709], [2.002564, -2.553378, -3.721719], [0.380566, -1.646778, -3.981536], [2.521377, -3.465530, -5.272437], [1.848651, -3.795062, -2.325926], [5.738368, 2.133604, -5.715730], [6.090806, 1.561931, -4.084819], [4.589744, 2.435562, -4.422709], [6.021849, -0.664707, -7.010727], [5.199725, -2.053633, -6.297741], [6.529623, -1.272846, -5.435681], [3.296809, 0.920309, -7.269878], [2.258149, 1.085007, -5.853848], [2.449172, -0.487969, -6.635143], [3.860250, -2.581943, -0.069732], [4.250528, -0.897045, 0.304775], [5.431567, -2.166665, 0.627215], [5.319507, -4.034778, -2.423638], [6.896094, -3.590485, -1.771268], [6.475053, -3.151797, -3.425626], [6.310729, 0.671449, -1.493854], [7.210979, -0.217848, -2.730219], [7.486702, -0.557391, -1.023296], [0.446618, -0.939796, -4.810752], [0.091239, -1.088643, -3.087108], [-0.413982, -2.361478, -4.213416], [2.606113, -2.804686, -6.136141], [1.784391, -4.235709, -5.513797], [3.483069, -3.965150, -5.135546], [1.579581, -3.325191, -1.378965], [2.786048, -4.336835, -2.178078], [1.083335, -4.534562, -2.575974], [-0.599263, -2.644456, 4.339973], [0.147687, -1.473416, 3.902025], [0.407586, -1.186835, 2.639857], [-0.018829, -1.989082, 1.677383], [1.314841, 0.235998, 2.251964], [-0.613687, -2.658349, 5.425031], [-0.118936, -3.560731, 3.993450], [-1.631065, -2.599339, 3.981272], [0.449515, -0.796491, 4.583365], [-0.553070, -2.820857, 1.870492], [0.272040, -1.795742, 0.727923], [-6.541960, -2.868731, 2.797183], [-6.115262, -2.113468, 4.055651], [-7.296355, -1.254126, 4.528937], [-5.760074, -3.139633, 5.140768], [-4.907543, -1.212075, 3.799822], [-4.386725, -0.450005, 4.856633], [-3.295921, 0.400468, 4.715379], [-2.731191, 0.459816, 3.461134], [-1.631186, 1.184798, 3.021584], [-1.461799, 0.825987, 1.685294], [-2.464749, -0.029620, 1.279878], [-3.227362, -0.277080, 2.410059], [-4.310873, -1.118452, 2.540516], [-7.403769, -3.494753, 3.028222], [-5.750614, -3.525254, 2.428416], [-6.837246, -2.188775, 1.995708], [-8.166389, -1.887081, 4.708570], [-7.565386, -0.511664, 3.775724], [-7.071919, -0.728983, 5.457585], [-6.615573, -3.788223, 5.333464], [-5.490207, -2.659981, 6.082076], [-4.923923, -3.767727, 4.825380], [-4.853091, -0.518399, 5.830151], [-2.919831, 0.984010, 5.544817], [-4.675990, -1.672619, 1.688237]], "forces_ev_per_angstrom": [[-0.10, -0.07, -0.12], [0.01, 0.00, 0.00], [-0.01, -0.01, -0.02], [-0.03, 0.04, -0.01], [0.01, -0.02, 0.00], [0.00, -0.01, 0.00], [0.03, -0.08, 0.00], [-0.07, 0.05, 0.01], [-0.01, -0.01, -0.04], [0.05, -0.01, 0.04], [-0.01, 0.07, 0.04], [-0.06, 0.09, 0.02], [0.04, 0.00, 0.03], [0.00, 0.00, 0.00], [0.00, 0.00, 0.00], [-0.01, 0.00, 0.00], [0.00, -0.01, 0.00], [0.00, -0.01, 0.00], [0.01, 0.00, 0.00], [0.00, 0.00, 0.00], [0.01, 0.00, 0.00], [-0.01, 0.02, 0.00], [-0.01, 0.01, -0.01], [-0.13, -0.06, -0.03], [0.12, 0.07, 0.19], [-0.01, -0.09, -0.15], [0.04, 0.08, 0.02], [-0.03, 0.01, 0.03], [0.00, 0.00, 0.00], [0.01, 0.00, 0.00], [0.01, 0.00, 0.00], [-0.01, 0.00, -0.01], [0.01, -0.01, 0.01], [0.03, 0.02, -0.04], [0.02, 0.03, -0.09], [-0.02, -0.03, 0.06], [0.00, 0.00, -0.01], [0.02, 0.01, -0.01], [-0.01, -0.01, 0.00], [0.01, 0.00, -0.01], [0.04, -0.02, 0.02], [0.03, 0.01, 0.01], [0.01, 0.00, 0.01], [0.02, -0.03, 0.00], [-0.03, -0.02, 0.00], [-0.01, 0.00, 0.01], [-0.02, 0.04, 0.00], [0.03, -0.02, 0.03], [-0.02, -0.01, 0.01], [0.01, -0.02, 0.03], [0.00, 0.00, 0.00], [0.00, 0.00, 0.00], [0.00, 0.01, 0.01], [0.00, 0.00, 0.00], [0.00, 0.00, 0.00], [0.01, 0.00, 0.00], [0.00, 0.00, 0.00], [-0.01, 0.00, 0.00], [0.00, 0.00, 0.00], [0.00, 0.00, 0.00], [-0.01, 0.03, 0.02], [0.00, 0.00, -0.01], [0.02, 0.01, 0.00], [0.00, 0.00, 0.00], [0.01, 0.00, -0.01], [0.00, 0.00, 0.00], [0.00, 0.00, -0.01], [0.00, 0.00, 0.00], [0.00, 0.01, 0.00], [0.01, -0.02, -0.02], [-0.01, 0.01, 0.00], [0.00, 0.01, 0.00], [0.00, -0.01, -0.01], [0.00, 0.00, 0.01], [0.01, -0.02, -0.04], [-0.02, 0.01, 0.00], [-0.01, -0.01, 0.00], [-0.02, 0.00, 0.01], [0.01, 0.02, 0.02], [-0.08, -0.04, -0.01], [0.02, -0.10, -0.02], [0.05, 0.05, 0.02], [0.00, 0.00, 0.00], [0.00, 0.00, 0.00], [0.00, 0.01, 0.00], [0.00, 0.01, 0.00], [-0.01, 0.01, 0.01], [0.00, 0.04, -0.03], [-0.01, -0.01, 0.01], [0.00, 0.00, 0.00], [0.00, 0.00, 0.00], [0.00, 0.00, 0.00], [0.02, 0.03, 0.02], [0.00, -0.01, -0.02], [-0.01, -0.02, -0.01], [-0.04, -0.01, 0.03], [-0.06, 0.03, 0.04], [0.09, 0.04, -0.04], [0.11, -0.08, -0.01], [-0.03, 0.02, 0.04], [0.02, -0.01, -0.01], [0.00, 0.00, 0.00], [0.00, 0.00, 0.00], [0.00, 0.00, 0.00], [0.00, 0.00, 0.00], [0.00, 0.00, 0.00], [0.00, 0.00, 0.00], [0.00, 0.00, 0.00], [0.00, 0.00, 0.00], [0.00, 0.00, 0.00], [0.00, 0.01, 0.00], [0.00, 0.00, 0.00], [0.00, 0.00, 0.00]]}